# 1
11
Properties=species:S:1:pos:R:3:forces:R:3:mulliken_charge:R:1 method="wB97M-V/def2-TZVPD" homo_energy_ev="-15.21 / -15.58" lumo_ha="-0.227 / -0.150" total_charge=+1 largest_force_ev_per_a=4.37 e_above_lowest_kcal_mol=158.89
C -0.482644 0.964959 0.134240 -0.0603 2.1371 -0.2958 -0.26
C -0.639182 -0.068439 1.072864 -0.4866 -2.7395 2.3277 -0.06
C 1.052941 -0.753566 -0.672447 3.1858 -2.6381 -1.3960 -0.66
O -0.224885 -0.328294 -0.358338 -2.2517 -0.0420 0.0632 0.01
H -2.575013 2.092569 -0.818065 0.5787 -0.3190 0.2481 0.12
H 0.298892 1.709349 0.105803 -0.0166 0.1522 -0.2920 0.33
H 0.211528 -0.390619 1.840728 -2.0292 0.8965 -1.6244 0.30
H -1.677289 -0.532350 1.145451 1.5770 0.6383 0.4722 0.26
H 1.029148 -1.958857 -0.685649 0.2919 2.9203 0.6564 0.29
H 1.177995 -0.511947 -1.750670 0.2100 0.1708 0.7936 0.29
H 1.828508 -0.222805 -0.013916 -0.9990 -1.1766 -0.9532 0.39



# 2
12
Properties=species:S:1:pos:R:3:forces:R:3:mulliken_charge:R:1 method="wB97M-V/def2-TZVPD" homo_energy_ev=-1.55 lumo_ha=0.153 total_charge=-1 largest_force_ev_per_a=1.20 e_above_lowest_kcal_mol=107.79
C -1.353885 0.796873 -0.430552 -0.6599 -0.6542 0.1909 0.02
O -2.490320 1.172197 -0.288706 -0.4421 0.5171 -0.1082 -0.47
H -0.954727 0.085635 0.301813 0.7050 0.0743 -0.2091 0.17
H -0.797287 1.073118 -1.335935 0.4462 -0.0001 0.0898 0.19
H -2.750452 2.053709 -3.361503 0.2176 0.0726 0.0443 0.06
C 1.249482 -0.726169 1.709161 0.0167 0.7264 0.1300 -0.61
C 1.869280 -0.672592 0.431107 0.0694 -1.0441 -0.4200 -0.30
O 1.417336 -1.132521 -0.637718 -0.3740 1.1064 -0.2645 -0.72
H 1.603510 -1.433692 2.448177 0.4038 0.5879 0.3860 0.13
H 0.279782 -0.258789 1.825902 -0.4336 -0.8345 -0.0859 0.21
H 2.876009 -0.193446 0.311504 0.2598 -0.4835 0.2940 0.38
H -2.047019 2.294108 -3.280678 -0.2089 -0.0683 -0.0472 -0.05



# 3
12
Properties=species:S:1:pos:R:3:forces:R:3:mulliken_charge:R:1 method="wB97M-V/def2-TZVPD" homo_energy_ev=-2.09 lumo_ha=0.145 total_charge=-1 largest_force_ev_per_a=2.20 e_above_lowest_kcal_mol=68.18
O 0.004392 -0.652420 -2.203853 -0.8342 0.6071 0.1672 -0.89
C 0.196753 0.432714 -1.399649 1.1636 -1.6424 0.2655 -0.37
C -0.616906 0.311883 -0.005502 0.3390 0.0199 -2.1048 -0.39
C 0.240465 -0.659292 0.812567 -1.6494 1.4535 0.0364 -0.60
O -0.298303 -0.774521 2.199324 1.1400 -0.3780 -1.4659 -0.51
H 0.141216 1.422884 -1.904889 -0.5001 0.1390 0.2615 0.27
H 1.260714 0.314666 -1.067481 0.2507 1.0133 0.1511 0.10
H -0.832527 1.258955 0.515211 0.3746 -0.0410 0.0462 0.35
H -1.552465 -0.058922 -0.432748 -0.1472 -0.4037 0.7219 0.18
H 1.201859 -0.132398 0.797990 0.2455 -0.6141 0.5953 0.24
H 0.306326 -1.579470 0.251045 -0.0364 -0.4672 0.4104 0.32
H -0.051525 0.115922 2.437984 -0.3462 0.3136 0.9151 0.30



# 4
13
Properties=species:S:1:pos:R:3:forces:R:3:mulliken_charge:R:1 method="wB97M-V/def2-TZVPD" homo_energy_ev="-7.93 / -7.93" lumo_ha="0.013 / 0.013" largest_force_ev_per_a=3.50 e_above_lowest_kcal_mol=79.04
C -1.272341 0.708031 -0.471834 0.0270 0.8022 -2.0665 -0.50
C 0.269649 -1.018439 -0.139758 0.0190 3.4933 0.2530 0.11
C 1.082339 -0.192723 0.915964 -0.6065 -1.1839 -1.2783 -0.85
O -0.966828 -0.666563 -0.487663 1.0455 -1.7334 2.2046 -0.31
O 1.097791 0.387630 -1.642923 0.8801 -1.4888 1.0708 -0.51
P -0.215672 1.013748 -2.094334 0.1358 3.3772 0.8962 0.16
H -2.311609 0.918158 -0.641370 -0.7024 -0.8754 -0.6032 0.32
H -1.127469 1.330210 0.401688 1.1097 -0.4390 0.3592 0.29
H 0.563336 -2.041579 -0.337935 -0.3084 0.0759 -0.3400 0.41
H 2.163061 -0.354404 0.613833 -1.3124 0.6457 0.6450 0.27
H 0.856539 -0.661703 1.878810 0.3186 -0.0249 0.1498 0.35
H 0.722629 0.864607 0.973665 0.8956 -1.0452 -0.3284 0.27
H -0.780126 0.001333 -2.759824 -1.5016 -1.6038 -0.9623 -0.01



# 5
13
Properties=species:S:1:pos:R:3:forces:R:3:mulliken_charge:R:1 method="wB97M-V/def2-TZVPD" homo_energy_ev="-9.80 / -9.16" lumo_ha="-0.066 / -0.041" largest_force_ev_per_a=3.58 e_above_lowest_kcal_mol=108.97
C -1.149573 -0.232898 -0.133419 -0.9687 0.2532 1.7973 -0.46
C 0.345649 -0.416821 -0.000460 1.5156 1.4375 -1.1660 0.05
C 0.985849 0.091337 1.336487 2.0517 -2.5222 -1.5055 -1.17
O -1.693783 -0.754591 -1.214915 -0.5966 -0.9105 -0.2499 -0.41
O -0.200609 -0.086407 -2.624130 -0.7279 -0.8129 -1.4946 -0.40
P 0.686551 0.616572 -1.684907 -0.1149 1.6607 2.8797 0.28
H -1.447398 -0.874179 0.786331 -0.1900 0.7303 -1.0831 0.28
H -1.484026 0.834504 0.037719 0.4338 -0.7622 0.3036 0.38
H 0.615541 -1.452400 -0.309006 -0.0338 0.7164 0.4492 0.38
H 2.172467 0.137585 1.261511 -2.6964 0.0965 0.2226 0.29
H 0.720851 -0.708370 2.027156 0.4593 -0.1844 0.3159 0.37
H 0.543991 0.931086 1.787728 -0.3731 1.5701 -0.0532 0.37
H -0.095511 1.914582 -1.270095 1.2410 -1.2726 -0.4160 0.04



# 6
13
Properties=species:S:1:pos:R:3:forces:R:3:mulliken_charge:R:1 method="wB97M-V/def2-TZVPD" homo_energy_ev=-4.09 lumo_ha=0.114 total_charge=-1 largest_force_ev_per_a=1.20 e_above_lowest_kcal_mol=12.98
C 0.843811 1.171065 -0.651918 -0.2441 -1.0877 -0.4335 -1.01
C 0.687151 -0.132031 0.112817 0.8052 -0.3324 0.3134 -0.34
S 2.297374 -0.972822 0.470861 -0.0135 0.1423 -0.1224 -0.28
H 1.100467 1.998839 -0.003490 0.1103 0.2260 -0.0315 0.31
H 1.599569 0.976073 -1.408322 0.3395 0.4251 -0.0526 0.32
H -0.079596 1.333621 -1.203844 -0.2451 0.3244 0.2824 0.30
H 0.151235 -0.877408 -0.471036 -0.1868 0.1920 0.0821 0.20
H 0.222010 -0.025505 1.082007 -0.4494 0.1038 -0.0470 0.40
H 2.949276 0.080615 0.985987 -0.0418 0.0059 0.0241 0.08
O -2.187671 -0.276713 -0.796212 0.2604 0.1696 -0.3555 -0.64
C -2.448475 -0.871001 0.265851 -0.4697 -0.1713 0.3450 0.11
O -3.362905 -0.667786 1.088240 0.0428 0.0196 0.0361 -0.67
H -1.772249 -1.736950 0.529062 0.0923 -0.0172 -0.0407 0.21